No. 1
# C2H5FOS

A molecular structure, C2H5FOS (the ωB97M-V functional and the def2-TZVPD basis, the OMol25 dataset).

The geometry in XYZ format:
```
10
C2H5FOS | the OMol25 dataset | the ωB97M-V functional and the def2-TZVPD basis
H 1.897 -1.154 -0.059
S -1.289 1.128 0.161
C 1.126 -0.291 0.223
F -0.300 1.532 -1.632
C -0.375 -0.501 0.178
H 1.488 0.073 1.163
H 1.562 0.517 -0.464
O -2.653 0.772 -0.076
H -0.527 -1.028 1.198
H -0.928 -1.049 -0.692
```

Summary:
Strongest force on any atom   4.49 eV/A
HOMO energy   -10.8092 eV

Löwdin population analysis, charges in e, atoms 1 to 6: number 1, H, carries 0.12; number 2, S, carries 1.06; number 3, C, carries -0.21; number 4, F, carries -0.47; number 5, C, carries -0.41; number 6, H, carries 0.04

***

No. 2
# C2H5FSi

A molecular structure, C2H5FSi (the ωB97M-V functional and the def2-TZVPD basis, the OMol25 dataset).

The geometry in XYZ format:
```
9
C2H5FSi | the OMol25 dataset | the ωB97M-V functional and the def2-TZVPD basis
C 0.827 0.233 1.562
C 0.858 0.315 0.235
H -1.877 0.818 -1.995
Si -1.080 -0.155 -1.292
H 1.597 0.358 2.241
H -1.571 -0.827 -0.020
H -0.714 -1.336 -2.342
H -0.051 0.039 2.037
F 2.011 0.553 -0.427
```

Summary:
Strongest force on any atom   4.58 eV/A
HOMO energy   -9.6564 eV

Löwdin population analysis, charges in e, atoms 1 to 6: number 1, C, carries -0.03; number 2, C, carries -0.34; number 3, H, carries -0.15; number 4, Si, carries 0.73; number 5, H, carries 0.03; number 6, H, carries -0.11

***

No. 3
# C2H5I2N

A molecular structure, C2H5I2N (the ωB97M-V functional and the def2-TZVPD basis, the OMol25 dataset).

The geometry in XYZ format:
```
10
C2H5I2N | the OMol25 dataset | the ωB97M-V functional and the def2-TZVPD basis
H 0.084 -0.649 2.485
H -0.391 -0.502 -1.050
C -0.156 0.442 2.580
I 1.376 2.850 -0.620
H 1.040 0.131 -1.788
N -0.058 1.489 -0.467
C 0.412 0.194 -0.869
I 1.468 1.635 2.647
H -0.987 0.996 2.039
H 1.065 -0.305 -0.197
```

Summary:
Strongest force on any atom   1.86 eV/A
HOMO energy (spin up / spin down)   -8.8769 / -8.1255 eV

Löwdin population analysis, charges in e, atoms 1 to 6: number 1, H, carries -0.02; number 2, H, carries 0.06; number 3, C, carries -0.63; number 4, I, carries 0.74; number 5, H, carries 0.06; number 6, N, carries -0.57

***

Per-record ΔE to the lowest compared entry with this formula, charge and spin, eV: 1.401, 4.141, 3.712
Per-record M, g/mol: 96.13, 76.15, 296.88
Per-record calculated total energy, eV: -17752.85882, -12746.30853, -19841.65071